Record 1
Here is a molecular structure, C18H27CrN3S4Sb from the Open Molecules 2025 dataset. Energies are from ωB97M-V/def2-TZVPD.

Total charge ... +1
Kohn-Sham gap (spin up / spin down) ... 0.2427 / 0.2425 Ha
LUMO level (spin up / spin down) ... -0.1823 / -0.1825 Eh
Strongest force on any atom ... 0.549 eV/A
Energy above the lowest of the compared OMol25 structures with the same formula, charge and spin ... 14.3 kJ/mol

Geometry as XYZ:
```
54
Properties=species:S:1:pos:R:3:forces:R:3
Cr 0.117 0.019 -0.378 0.410 0.322 -0.172
S 0.272 -0.041 2.126 -0.009 -0.070 -0.021
Sb 1.243 -1.939 1.284 -0.342 -0.202 -0.001
S -0.570 -2.157 -0.228 0.010 0.039 -0.007
S 2.119 -0.338 -0.700 -0.088 0.038 -0.019
S 2.573 -3.595 1.812 0.122 0.133 0.024
N -0.089 1.938 0.085 -0.035 -0.022 -0.057
C 0.101 3.060 0.304 0.100 0.000 -0.006
N 0.325 4.297 0.592 -0.053 -0.012 0.039
C 0.760 4.673 1.964 0.001 0.006 -0.010
C 0.531 6.167 2.157 -0.005 -0.002 -0.004
C -0.815 6.567 1.561 0.002 0.001 -0.004
C -0.810 6.410 0.029 -0.002 0.003 0.005
C 0.211 5.364 -0.421 -0.006 -0.006 -0.003
H 1.807 4.397 2.099 0.002 0.003 -0.006
H 0.156 4.101 2.668 0.001 -0.003 0.001
H 1.338 6.740 1.695 0.001 0.000 0.002
H 0.570 6.379 3.225 -0.002 0.001 0.001
H -1.063 7.592 1.830 -0.001 0.000 0.001
H -1.593 5.934 1.996 0.000 0.000 0.001
H -0.552 7.355 -0.452 -0.001 0.000 -0.002
H -1.804 6.136 -0.322 -0.001 0.000 0.001
H 1.202 5.802 -0.546 0.002 0.001 0.004
H -0.065 4.903 -1.367 0.004 0.000 -0.003
C 1.292 -0.678 -4.169 -0.002 0.003 0.009
C 0.751 0.741 -4.367 -0.001 -0.003 -0.002
C 1.521 1.810 -3.586 0.002 0.004 -0.008
C -0.742 0.810 -4.139 0.012 -0.011 -0.003
C -1.552 1.126 -5.210 -0.006 0.008 0.005
C -2.932 1.191 -5.069 0.000 -0.002 0.005
C -3.536 0.934 -3.849 -0.002 -0.001 -0.010
C -2.798 0.607 -2.726 0.008 0.006 0.027
C -3.595 0.249 -1.487 -0.009 -0.011 -0.011
C -3.088 0.751 -0.137 0.008 -0.003 0.004
C -3.854 -1.264 -1.471 -0.002 0.003 -0.004
C -1.372 0.551 -2.874 0.029 0.127 -0.017
N -0.577 0.264 -1.834 -0.133 -0.368 0.267
H 2.356 -0.704 -4.406 -0.002 0.002 0.001
H 0.782 -1.379 -4.830 0.001 0.001 -0.005
H 1.166 -1.028 -3.146 0.001 0.000 -0.008
H 0.886 0.981 -5.424 -0.008 -0.003 -0.004
H 1.461 1.662 -2.510 -0.003 0.001 0.004
H 1.139 2.806 -3.819 0.002 0.001 -0.004
H 2.574 1.781 -3.868 -0.002 0.000 0.003
H -1.100 1.324 -6.174 -0.001 0.001 -0.001
H -3.545 1.440 -5.926 0.000 0.002 0.001
H -4.615 0.981 -3.769 0.000 0.000 0.000
H -4.562 0.731 -1.645 -0.002 0.002 -0.004
H -2.319 0.105 0.292 0.005 0.005 -0.003
H -3.914 0.734 0.574 0.000 -0.004 -0.001
H -2.712 1.772 -0.191 -0.005 0.004 0.000
H -2.921 -1.825 -1.418 -0.007 0.003 0.002
H -4.385 -1.580 -2.369 0.000 0.000 0.000
H -4.459 -1.529 -0.603 0.002 0.000 -0.002
```
Positions in Å, forces in eV/Å.



Record 2
Here is a molecular structure, C30H30Cl3N3O5PPt from the Open Molecules 2025 dataset. Energies are from ωB97M-V/def2-TZVPD.

Total charge ... -1
Kohn-Sham gap (spin up / spin down) ... 0.2224 / 0.1988 Ha
LUMO level (spin up / spin down) ... 0.0900 / 0.0040 Eh
Strongest force on any atom ... 0.400 eV/A
2S+1 ... 3
Energy above the lowest of the compared OMol25 structures with the same formula, charge and spin ... 3.0 kJ/mol

Geometry as XYZ:
```
73
Properties=species:S:1:pos:R:3:forces:R:3
Pt 0.382 -0.372 0.328 -0.027 0.036 0.052
N 0.669 -0.786 10.580 0.000 0.003 -0.010
C 0.634 -0.762 9.430 -0.003 -0.005 0.001
C 0.592 -0.733 7.995 0.005 -0.003 0.049
C 0.612 -1.925 7.270 -0.002 0.000 0.026
C 0.574 -1.893 5.891 0.007 0.043 -0.024
C 0.517 -0.680 5.193 -0.026 0.022 0.044
C 0.497 0.506 5.941 0.000 -0.059 -0.034
C 0.534 0.486 7.320 0.000 0.001 0.008
C 0.488 -0.646 3.724 -0.035 -0.016 0.027
C -0.465 -1.440 3.037 0.054 0.073 -0.022
C -1.471 -2.264 3.576 0.063 0.042 0.055
C -2.151 -2.843 2.504 -0.049 -0.036 -0.095
C -1.569 -2.353 1.346 -0.002 0.016 -0.002
N -0.557 -1.506 1.661 -0.095 -0.160 0.073
C 1.475 0.139 3.069 0.046 0.011 -0.021
C 2.580 0.785 3.625 -0.040 -0.038 -0.001
C 3.350 1.343 2.559 -0.031 0.003 -0.010
C 2.711 1.039 1.406 -0.033 -0.027 -0.026
N 1.546 0.299 1.694 0.078 0.080 -0.037
H 0.666 -2.868 7.797 0.003 -0.002 -0.004
H 0.606 -2.816 5.328 -0.002 -0.008 -0.003
H 0.436 1.452 5.418 0.010 0.005 -0.011
H 0.508 1.408 7.885 -0.002 0.000 -0.001
H -1.677 -2.400 4.624 -0.001 -0.005 0.007
H -2.978 -3.533 2.550 -0.003 0.000 0.000
H -1.824 -2.534 0.316 -0.002 -0.008 0.004
H 2.825 0.815 4.674 0.000 -0.001 0.014
H 4.269 1.898 2.650 0.008 0.006 -0.007
H 2.962 1.258 0.385 0.003 0.017 -0.002
Cl -0.176 0.151 -6.774 -0.004 -0.010 0.013
C -0.368 -0.230 -5.082 0.068 -0.032 0.006
C 0.584 -1.011 -4.451 -0.044 0.058 -0.092
C 0.428 -1.289 -3.109 0.023 -0.049 0.130
Cl 1.612 -2.273 -2.310 0.008 -0.009 -0.053
C -0.648 -0.801 -2.356 0.022 0.004 -0.090
O -0.809 -1.078 -1.068 -0.103 0.005 0.051
C -1.590 -0.037 -3.053 -0.024 -0.008 0.062
Cl -2.953 0.590 -2.182 0.054 -0.034 -0.029
C -1.461 0.258 -4.396 -0.049 0.031 -0.019
H 1.439 -1.391 -4.990 0.002 -0.004 0.000
H -2.193 0.882 -4.886 0.003 -0.004 0.002
C 4.085 4.216 -1.388 0.016 0.015 -0.031
C 3.419 3.531 -2.575 0.020 -0.013 -0.005
C 2.469 4.481 -3.292 0.012 0.017 -0.003
C 4.466 3.001 -3.547 -0.026 0.008 0.025
O 2.756 2.350 -2.080 -0.073 -0.079 0.022
P 1.225 2.201 -1.633 0.094 0.385 -0.054
O 0.243 2.555 -2.674 -0.075 -0.023 0.005
O 1.239 0.778 -1.104 0.174 -0.174 -0.004
O 1.195 3.227 -0.390 0.031 -0.079 0.020
C 0.018 3.852 0.179 0.034 -0.011 -0.052
C -1.126 2.859 0.316 -0.075 0.088 0.090
C 0.479 4.326 1.550 -0.021 -0.035 0.003
C -0.390 5.024 -0.707 0.006 -0.055 -0.007
H 4.663 5.078 -1.729 0.002 0.007 0.017
H 4.758 3.518 -0.887 0.008 -0.002 0.007
H 3.336 4.547 -0.670 -0.015 0.001 -0.002
H 3.049 5.304 -3.715 -0.002 0.000 0.000
H 1.729 4.892 -2.607 0.000 0.000 -0.014
H 1.936 3.965 -4.089 -0.010 0.003 -0.004
H 5.075 3.819 -3.936 -0.001 0.002 0.002
H 3.978 2.495 -4.379 -0.005 0.000 -0.008
H 5.115 2.286 -3.041 0.004 -0.002 0.004
H -0.845 2.025 0.960 0.022 0.012 0.015
H -1.437 2.472 -0.653 0.005 0.028 -0.008
H -1.973 3.370 0.780 -0.040 -0.051 -0.040
H 0.791 3.471 2.152 0.003 -0.005 0.008
H -0.332 4.846 2.064 0.005 -0.004 -0.006
H 1.327 5.004 1.452 0.002 0.017 -0.018
H -0.631 4.657 -1.704 -0.006 0.002 -0.038
H 0.425 5.746 -0.779 0.010 0.013 0.013
H -1.266 5.527 -0.292 0.021 -0.004 0.030
```
Positions in Å, forces in eV/Å.



Record 3
Here is 2 unconnected molecules or ions with the total composition C3H9ClOSi from the Open Molecules 2025 dataset. Energies are from ωB97M-V/def2-TZVPD.

Total charge ... 0
Kohn-Sham gap (spin up / spin down) ... 0.2165 / 0.1784 Ha
LUMO level (spin up / spin down) ... -0.1523 / -0.1718 Eh
Strongest force on any atom ... 4.313 eV/A
Energy above the lowest of the compared OMol25 structures with the same formula, charge and spin ... 701.3 kJ/mol

Geometry as XYZ:
```
15
Properties=species:S:1:pos:R:3:forces:R:3
C -0.050 0.817 -1.457 -1.604 -0.249 0.760
C 0.911 -1.724 -0.182 -3.277 0.354 2.714
C 0.405 0.973 1.693 1.420 -1.680 -1.648
O -1.660 -0.727 0.371 -3.796 -0.558 -0.121
Si -0.208 -0.157 0.286 3.635 1.544 -1.734
Cl -3.791 0.645 -0.458 1.727 -0.778 0.543
H 0.841 1.478 -1.497 -0.683 -0.577 -0.175
H -0.069 -0.079 -2.100 0.412 0.737 -0.177
H -1.067 1.326 -1.569 1.492 -0.333 0.191
H 1.876 -1.440 -0.210 3.465 1.153 0.485
H 0.727 -2.557 0.486 0.215 0.030 0.459
H 0.734 -2.100 -1.111 -1.127 -0.700 -2.802
H 0.437 0.317 2.564 0.741 0.447 0.224
H 1.285 1.599 1.369 -0.545 -1.145 0.766
H -0.372 1.630 1.816 -2.075 1.754 0.514
```
Positions in Å, forces in eV/Å.



Record 4
Here is a molecular structure, C22H34BN12O2W from the Open Molecules 2025 dataset. Energies are from ωB97M-V/def2-TZVPD.

Total charge ... +4
Kohn-Sham gap (spin up / spin down) ... 0.2414 / 0.2254 Ha
LUMO level (spin up / spin down) ... -0.4648 / -0.4925 Eh
Strongest force on any atom ... 0.883 eV/A
2S+1 ... 4

Geometry as XYZ:
```
72
Properties=species:S:1:pos:R:3:forces:R:3
W -0.189 -0.153 0.350 -0.723 -0.181 0.474
C 0.149 -3.023 -1.762 0.042 0.051 -0.006
C -0.875 -3.040 -0.684 -0.051 -0.092 0.089
C -1.703 -4.074 -0.309 0.044 -0.054 0.020
C -2.459 -3.589 0.750 -0.024 0.055 0.021
N -2.143 -2.315 0.984 0.067 0.099 -0.056
N -1.139 -1.953 0.111 0.053 0.119 -0.158
B -2.530 -1.314 2.120 -0.203 -0.120 0.237
N -2.948 0.037 1.511 0.047 -0.089 -0.161
C -4.055 0.784 1.635 0.024 0.013 0.019
C -3.914 1.930 0.881 -0.024 -0.001 0.067
C -2.657 1.844 0.297 -0.062 0.044 0.065
C -2.015 2.835 -0.608 0.055 0.013 -0.055
N -2.074 0.685 0.684 0.041 -0.016 -0.124
N -1.280 -1.097 2.996 0.020 -0.016 -0.035
C -0.966 -1.371 4.270 0.018 0.005 -0.015
C 0.368 -1.089 4.485 -0.019 0.026 0.015
C 0.869 -0.637 3.279 0.022 -0.017 0.065
C 2.266 -0.205 3.006 -0.022 -0.004 -0.008
N -0.138 -0.639 2.357 -0.049 -0.035 -0.050
N -3.777 -1.892 2.863 -0.066 0.084 -0.142
C -5.018 -2.265 2.243 0.240 0.060 0.103
C -5.865 -2.622 3.223 -0.172 -0.059 -0.040
C -5.144 -2.459 4.441 0.290 0.131 0.004
C -5.554 -2.698 5.814 -0.009 -0.011 -0.101
N -3.851 -1.986 4.140 -0.135 -0.140 0.123
H 0.516 -4.033 -1.935 -0.022 -0.006 -0.019
H 1.013 -2.407 -1.502 -0.023 0.011 0.021
H -0.292 -2.676 -2.700 0.006 -0.007 -0.004
H -1.742 -5.065 -0.732 -0.004 0.000 0.007
H -3.190 -4.110 1.350 -0.031 0.004 -0.009
H -4.877 0.475 2.261 -0.007 0.007 -0.015
H -4.623 2.734 0.781 0.002 -0.001 -0.002
H -2.392 3.830 -0.380 -0.012 0.000 -0.023
H -2.275 2.628 -1.649 -0.010 0.015 0.000
H -0.931 2.870 -0.493 -0.008 -0.047 0.044
H -1.707 -1.748 4.952 -0.001 -0.006 -0.003
H 0.911 -1.196 5.409 -0.002 -0.001 0.000
H 2.843 -0.303 3.922 0.023 0.003 -0.014
H 2.305 0.839 2.695 -0.019 0.015 -0.002
H 2.734 -0.822 2.241 -0.003 -0.009 -0.004
H -5.136 -2.214 1.172 -0.001 -0.016 -0.006
H -6.884 -2.963 3.124 0.007 0.002 -0.015
H -6.475 -2.137 6.022 -0.017 -0.027 0.032
H -4.785 -2.451 6.538 0.017 0.014 -0.017
H -5.848 -3.754 5.918 -0.030 0.008 0.038
N 0.203 0.569 -1.886 0.113 -0.060 -0.015
C 1.538 1.315 -1.777 -0.162 0.033 0.068
C 2.565 0.895 -2.812 -0.015 -0.131 -0.009
C 3.908 1.658 -2.732 0.023 -0.010 0.003
C 4.296 2.267 -4.082 0.043 -0.099 0.028
N 5.595 2.925 -3.988 0.004 0.039 -0.071
C 6.242 3.480 -5.025 -0.044 -0.005 -0.067
N 7.413 4.072 -4.833 0.007 -0.022 0.053
N 5.707 3.448 -6.241 0.006 -0.049 0.093
C 1.709 0.841 -0.347 0.213 0.050 0.164
O 1.023 1.478 0.557 0.147 0.082 -0.217
O 1.901 -0.391 -0.136 0.445 0.003 -0.159
H 0.370 -0.289 -2.412 -0.041 0.051 -0.131
H -0.489 1.113 -2.395 -0.013 0.049 0.028
H 1.328 2.384 -1.772 0.032 0.001 -0.074
H 2.108 1.026 -3.796 -0.009 0.071 0.016
H 2.740 -0.178 -2.697 0.023 0.008 -0.034
H 4.693 0.964 -2.428 0.005 0.014 0.039
H 3.874 2.443 -1.971 -0.066 0.052 -0.043
H 3.534 2.982 -4.407 0.016 0.022 0.017
H 4.352 1.459 -4.819 -0.021 0.020 -0.016
H 6.052 2.960 -3.091 -0.002 -0.008 0.017
H 7.837 4.125 -3.922 0.023 0.021 -0.007
H 7.937 4.461 -5.601 0.004 0.013 -0.002
H 4.855 2.950 -6.428 -0.015 0.016 -0.035
H 6.184 3.850 -7.032 0.011 0.015 -0.004
```
Positions in Å, forces in eV/Å.